This record from the Open Molecules 2025 dataset describes a structure of composition C17H12N3NiO4Se6. The level of theory is the ωB97M-V functional and the def2-TZVPD basis.

Last column: Löwdin charge in e.
Positions of all 43 atoms, in Å:
Ni  -0.523  0.588  0.396  -0.1862
Se  1.521  -1.578  2.798  0.6934
Se  2.906  0.102  2.054  0.6736
C  2.599  -0.060  0.165  -0.6371
C  3.724  -0.293  -0.618  -0.1133
C  3.582  -0.433  -1.986  -0.0605
C  2.312  -0.367  -2.525  -0.0369
C  1.247  -0.131  -1.676  -0.1199
N  1.373  0.042  -0.354  -0.0401
C  0.167  -0.406  3.503  -0.6654
C  -0.363  -0.680  4.757  -0.1135
C  -1.232  0.249  5.307  -0.0744
C  -1.505  1.410  4.602  -0.0564
C  -0.955  1.565  3.339  -0.1804
N  -0.151  0.656  2.784  -0.0092
H  4.689  -0.383  -0.143  0.0905
H  4.447  -0.610  -2.612  0.1079
H  2.131  -0.488  -3.584  0.1101
H  0.245  -0.060  -2.069  0.0941
H  -0.073  -1.572  5.296  0.0929
H  -1.667  0.077  6.283  0.1027
H  -2.157  2.176  4.999  0.1043
H  -1.180  2.429  2.727  0.0364
Se  -2.819  0.928  0.720  0.2174
Se  -3.260  2.848  -0.581  -0.0884
Se  -1.621  4.172  0.378  -0.1166
Se  0.200  2.776  -0.178  0.0956
O  -0.835  -3.410  -0.204  0.0231
C  -1.174  -2.240  -0.364  -0.5926
O  -0.864  -1.298  0.442  -0.1731
C  -2.041  -1.956  -1.597  -0.1034
C  -2.668  -3.059  -2.177  -0.0044
C  -3.452  -2.928  -3.309  0.0010
C  -3.588  -1.670  -3.871  -0.1548
C  -2.985  -0.552  -3.325  0.0165
C  -2.219  -0.704  -2.178  -0.0707
N  -4.399  -1.521  -5.089  -0.3568
O  -4.900  -2.523  -5.567  0.0534
O  -4.510  -0.410  -5.571  0.0638
H  -2.513  -4.026  -1.721  0.1154
H  -3.943  -3.776  -3.762  0.1122
H  -3.129  0.420  -3.772  0.1201
H  -1.801  0.185  -1.729  0.0301

Results
Net charge = -1
Kohn-Sham gap (spin up / spin down) = 6.222 / 6.219 eV
E_LUMO (spin up / spin down) = 0.070 / 0.070 hartree
ΔE to the lowest compared entry with this formula, charge and spin = 0.0 kJ/mol

---

This record from the Open Molecules 2025 dataset describes a structure of composition C17H13AsF6N4Ni. The level of theory is the ωB97M-V functional and the def2-TZVPD basis.

Last column: Löwdin charge in e.
Positions of all 42 atoms, in Å:
Ni  -0.852  -0.275  -0.242  0.6442
C  3.686  0.582  -3.135  -0.0241
C  3.947  0.948  -1.816  -0.0422
C  3.103  0.544  -0.808  -0.0155
C  1.962  -0.228  -1.116  -0.2663
C  1.689  -0.560  -2.458  -0.0091
C  2.558  -0.174  -3.451  -0.0376
N  1.061  -0.622  -0.158  0.0916
C  1.458  -0.921  1.131  -0.1766
C  2.757  -1.253  1.542  0.0124
C  2.989  -1.564  2.870  -0.0248
C  1.962  -1.571  3.815  -0.0305
C  0.659  -1.301  3.428  0.0210
C  0.430  -0.996  2.099  -0.1545
N  -0.836  -0.776  1.539  -0.0147
N  -1.890  -0.830  2.196  0.1890
C  -3.017  -0.597  1.351  -0.2541
C  -4.286  -0.647  1.874  0.0363
C  -5.348  -0.422  1.000  -0.0052
C  -5.089  -0.161  -0.332  0.0001
C  -3.773  -0.119  -0.776  -0.0632
N  -2.757  -0.338  0.050  0.0472
H  4.354  0.904  -3.922  0.1196
H  4.798  1.574  -1.585  0.1199
H  3.261  0.888  0.205  0.1264
H  0.810  -1.144  -2.691  0.1167
H  2.361  -0.448  -4.478  0.1197
H  3.562  -1.304  0.824  0.1227
H  3.994  -1.821  3.177  0.1229
H  2.177  -1.815  4.845  0.1206
H  -0.161  -1.334  4.130  0.1243
H  -4.427  -0.854  2.924  0.1298
H  -6.365  -0.451  1.364  0.1269
H  -5.889  0.025  -1.033  0.1259
H  -3.519  0.109  -1.802  0.1295
F  -0.768  0.682  -1.934  -0.3007
As  -0.763  2.537  -1.531  0.7988
F  -1.049  2.833  -3.178  -0.1867
F  0.927  2.493  -1.791  -0.1892
F  -0.770  4.145  -1.004  -0.1772
F  -0.494  1.919  0.115  -0.2528
F  -2.453  2.343  -1.239  -0.2206

Results
Net charge = +1
Kohn-Sham gap (spin up / spin down) = 6.467 / 6.436 eV
Spin multiplicity = 2
E_LUMO (spin up / spin down) = -0.194 / -0.221 hartree
ΔE to the lowest compared entry with this formula, charge and spin = 0.0 kJ/mol